## A
The following is a DFT calculation (ωB97M-V/def2-TZVPD) of 4 unconnected molecules or ions with the total composition C22H56N4O7.

Computed properties:
**E_HOMO**: -8.59 eV
**SMILES string**: COC[C@H](C)N.COCCNCCOC.COCCNCCOC.COCCNCCOC
**Molecular weight**: 488.71 g mol⁻¹
**Orbital gap**: 0.342 hartree
**LUMO**: 0.725 eV

Structure (ORCA input):
```
! wB97M-V def2-TZVPD RIJCOSX def2/J DEFGRID3
* xyz 0 1
C -0.234 3.409 2.475
O -0.302 2.095 1.943
C -1.480 1.343 1.828
C -1.219 -0.105 1.425
C -1.042 -0.406 -0.088
N -2.309 -0.896 1.978
H -0.100 4.039 1.595
H 0.432 3.445 3.337
H -1.247 3.641 2.803
H -2.008 1.421 2.778
H -2.211 1.705 1.105
H -0.372 -0.614 1.885
H -0.688 -1.388 -0.401
H -0.555 0.454 -0.546
H -2.048 -0.475 -0.501
H -2.219 -1.890 1.821
H -2.269 -0.729 2.973
C -3.561 0.638 4.923
O -2.187 0.259 5.227
C -1.456 1.198 6.017
C -0.148 0.578 6.387
N 0.651 0.402 5.289
C 1.670 -0.613 5.425
C 1.214 -2.073 5.428
O 0.638 -2.516 4.236
C -0.322 -3.603 4.484
H -4.141 0.303 5.783
H -3.863 0.175 3.983
H -3.543 1.726 4.981
H -1.944 1.550 6.926
H -1.370 2.085 5.389
H -0.371 -0.347 6.919
H 0.367 1.230 7.092
H 0.063 0.263 4.479
H 2.206 -0.406 6.351
H 2.494 -0.560 4.714
H 0.513 -2.098 6.262
H 1.998 -2.711 5.835
H -1.242 -3.323 4.998
H 0.115 -4.452 5.011
H -0.811 -3.865 3.546
C -5.205 5.547 -1.160
O -3.905 5.045 -1.623
C -3.218 4.113 -0.887
C -1.716 4.011 -1.385
N -1.431 3.475 -2.727
C -2.327 2.378 -3.095
C -1.894 1.847 -4.541
O -2.389 2.768 -5.604
C -1.719 2.661 -6.822
H -5.242 6.039 -0.188
H -5.886 4.712 -1.000
H -5.774 6.165 -1.854
H -3.731 3.169 -1.075
H -3.401 4.275 0.175
H -1.245 3.409 -0.609
H -1.306 5.007 -1.218
H -1.610 4.225 -3.379
H -3.318 2.828 -3.136
H -2.355 1.579 -2.354
H -2.433 0.900 -4.577
H -0.806 1.804 -4.590
H -1.372 1.628 -6.849
H -0.760 3.178 -6.808
H -2.450 2.876 -7.602
C 4.869 -1.235 -5.546
O 4.591 -2.558 -5.433
C 5.756 -3.408 -5.318
C 5.247 -4.846 -4.881
N 3.964 -4.702 -4.188
C 4.252 -4.300 -2.850
C 2.963 -4.230 -2.018
O 3.160 -3.521 -0.880
C 1.936 -3.127 -0.232
H 5.851 -1.102 -5.998
H 4.698 -0.779 -4.571
H 4.125 -0.770 -6.193
H 6.431 -3.065 -4.534
H 6.396 -3.484 -6.197
H 6.034 -5.364 -4.332
H 5.249 -5.539 -5.722
H 3.610 -3.868 -4.635
H 4.755 -3.334 -2.811
H 4.979 -5.019 -2.473
H 2.696 -5.236 -1.695
H 2.129 -3.822 -2.590
H 1.377 -2.562 -0.977
H 1.900 -2.638 0.742
H 1.432 -4.017 0.145
*
```

## B
The following is a DFT calculation (ωB97M-V/def2-TZVPD) of 4 unconnected molecules or ions with the total composition C22H56N4O7.

Computed properties:
**E_HOMO**: -8.46 eV
**SMILES string**: COC[C@H](C)N.COCCNCCOC.COCCNCCOC.COCCNCCOC
**Molecular weight**: 488.71 g mol⁻¹
**Orbital gap**: 0.340 hartree
**LUMO**: 0.792 eV

Structure (ORCA input):
```
! wB97M-V def2-TZVPD RIJCOSX def2/J DEFGRID3
* xyz 0 1
C -1.768 0.997 0.477
O -0.688 0.235 0.966
C -0.059 -0.571 0.005
C -0.496 -2.032 0.074
C -0.057 -2.698 1.354
N 0.059 -2.812 -1.055
H -2.702 0.422 0.445
H -1.519 1.276 -0.556
H -1.951 1.919 1.022
H -0.073 -0.108 -0.989
H 1.020 -0.593 0.249
H -1.585 -2.123 0.000
H -0.450 -2.250 2.265
H 1.032 -2.734 1.477
H -0.401 -3.735 1.313
H 0.023 -2.310 -1.934
H 1.020 -3.047 -0.838
C 1.009 0.236 4.665
O 0.895 -0.515 5.847
C 2.041 -1.281 6.110
C 1.749 -2.278 7.221
N 3.018 -2.821 7.716
C 2.845 -4.101 8.402
C 4.171 -4.719 8.737
O 4.720 -3.976 9.832
C 5.945 -4.501 10.250
H 1.705 1.073 4.792
H 0.019 0.575 4.367
H 1.361 -0.392 3.834
H 2.894 -0.650 6.399
H 2.341 -1.859 5.224
H 1.146 -3.105 6.842
H 1.151 -1.798 8.010
H 3.357 -2.189 8.433
H 2.182 -4.783 7.866
H 2.279 -3.942 9.338
H 4.870 -4.667 7.897
H 4.056 -5.756 9.083
H 5.817 -5.516 10.658
H 6.334 -3.851 11.030
H 6.673 -4.560 9.430
C -0.188 -0.886 -9.688
O 0.560 -1.277 -8.569
C 1.289 -0.217 -8.031
C 1.875 -0.598 -6.659
N 1.847 -2.033 -6.441
C 2.361 -2.430 -5.150
C 1.775 -3.736 -4.703
O 0.440 -3.542 -4.305
C -0.285 -4.733 -4.146
H -1.013 -0.220 -9.392
H -0.562 -1.780 -10.175
H 0.427 -0.308 -10.393
H 0.625 0.646 -7.855
H 2.069 0.147 -8.714
H 1.294 -0.070 -5.887
H 2.913 -0.268 -6.586
H 0.902 -2.356 -6.606
H 2.231 -1.672 -4.361
H 3.445 -2.579 -5.243
H 2.374 -4.143 -3.872
H 1.844 -4.480 -5.510
H -0.373 -5.285 -5.090
H -1.304 -4.452 -3.872
H 0.083 -5.377 -3.341
C -4.831 3.389 2.230
O -4.139 3.283 1.006
C -3.937 4.509 0.337
C -2.966 4.263 -0.805
N -2.744 5.412 -1.694
C -3.940 5.829 -2.447
C -3.565 6.783 -3.566
O -3.604 8.099 -3.060
C -3.033 9.067 -3.925
H -4.590 2.509 2.826
H -5.915 3.407 2.072
H -4.531 4.269 2.808
H -3.536 5.291 1.000
H -4.896 4.886 -0.049
H -3.368 3.454 -1.419
H -1.996 3.978 -0.399
H -2.443 6.187 -1.111
H -4.615 6.388 -1.793
H -4.409 4.949 -2.883
H -4.279 6.667 -4.400
H -2.575 6.569 -3.985
H -2.992 8.696 -4.951
H -2.039 9.352 -3.574
H -3.667 9.955 -3.889
*
```

Tell me which of them is the least stable. Sure, it is A.

## A
The following is a DFT calculation (ωB97M-V/def2-TZVPD) of a gas-phase ion, C3H3N2O2 (charge +1).

Computed properties:
**E_HOMO**: -16.74 eV
**SMILES string**: O=c1[nH]c2[n+](o1)C2
**Molecular weight**: 99.07 g mol⁻¹
**Orbital gap**: 0.384 hartree
**LUMO**: -6.284 eV

Structure (ORCA input):
```
! wB97M-V def2-TZVPD RIJCOSX def2/J DEFGRID3
* xyz 1 1
O -0.072 2.709 -0.583
C 0.109 1.578 -0.435
N -0.291 0.794 0.844
C 0.101 -0.442 0.602
N 0.820 -0.503 -0.520
O 0.641 0.640 -1.217
C -0.060 -1.678 -0.153
H -0.694 1.157 1.699
H 0.595 -2.544 0.200
H -1.149 -1.710 -0.439
*
```

## B
The following is a DFT calculation (ωB97M-V/def2-TZVPD) of a gas-phase ion, C3H3N2O2 (charge +1).

Computed properties:
**E_HOMO**: -15.80 eV
**Molecular weight**: 99.07 g mol⁻¹
**Orbital gap**: 0.337 hartree
**LUMO**: -6.621 eV

Structure (ORCA input):
```
! wB97M-V def2-TZVPD RIJCOSX def2/J DEFGRID3
* xyz 1 1
C 1.266 -0.121 0.062
C -1.680 -0.600 0.024
C -1.041 0.785 -0.015
N 0.901 -1.272 -0.205
N 0.281 0.885 0.078
O -2.416 -1.407 0.026
O -1.863 1.634 -0.147
H 2.351 0.352 0.220
H 1.511 -2.071 -0.273
H 0.689 1.814 0.230
*
```

Tell me which of them is the least stable. Sure, it is A.

## A
The following is a DFT calculation (ωB97M-V/def2-TZVPD) of a single C11H16N2 molecule.

Computed properties:
**E_HOMO**: -6.65 eV
**Molecular weight**: 176.26 g mol⁻¹
**Orbital gap**: 0.235 hartree
**LUMO**: -0.242 eV

Structure (ORCA input):
```
! wB97M-V def2-TZVPD RIJCOSX def2/J DEFGRID3
* xyz 0 1
C 1.269 -1.427 -1.301
C 0.106 -2.167 -0.809
C 1.106 -0.082 -1.588
C -0.127 -2.373 0.445
C -0.234 -1.763 1.657
C -0.164 0.731 -1.507
C -0.776 0.817 -0.062
C -0.410 -2.466 3.020
C -0.028 2.128 -2.160
C -2.131 0.365 0.104
C 1.370 0.975 1.008
N -0.204 -0.402 1.925
N 0.078 0.433 0.911
H 2.132 -1.964 -1.579
H -0.453 -2.700 -1.685
H 1.846 0.502 -1.996
H -0.913 0.203 -2.092
H 0.412 -3.173 3.097
H -1.431 -2.847 3.047
H -0.507 -1.661 3.691
H 0.945 2.500 -2.276
H -0.472 2.761 -1.455
H -0.508 2.160 -3.159
H -2.712 1.233 0.252
H -2.151 -0.101 1.157
H -2.552 -0.371 -0.446
H 1.404 1.809 0.449
H 1.469 1.304 2.011
H 2.140 0.297 0.680
*
```

## B
The following is a DFT calculation (ωB97M-V/def2-TZVPD) of a single C11H16N2 molecule.

Computed properties:
**E_HOMO (alpha / beta)**: -7.31 / -7.31 eV
**Molecular weight**: 176.26 g mol⁻¹
**Orbital gap (alpha / beta)**: 0.266 / 0.267 hartree
**LUMO (alpha / beta)**: -0.060 / -0.059 eV

Structure (ORCA input):
```
! wB97M-V def2-TZVPD RIJCOSX def2/J DEFGRID3
* xyz 0 1
C -2.103 2.163 0.480
C -1.135 2.078 -0.421
C -2.820 1.110 0.999
C -0.657 0.704 -0.690
C -2.532 -0.238 0.649
C -1.440 -0.446 -0.190
C 1.972 0.130 0.064
C 2.371 -0.311 -1.303
C 3.067 1.030 0.798
C -1.196 -2.938 0.088
C -0.940 -1.681 -0.592
N 0.629 0.514 0.299
N 1.183 -0.687 0.903
H -2.386 3.110 0.881
H -0.621 2.903 -0.921
H -3.734 1.106 1.638
H -0.419 0.579 -1.739
H -3.153 -1.001 0.948
H 1.464 -0.781 -1.620
H 2.951 -1.246 -1.154
H 2.723 0.459 -2.108
H 3.118 0.738 1.869
H 2.896 2.062 0.466
H 4.006 0.755 0.301
H -0.259 -3.339 0.396
H -1.782 -2.827 0.950
H -1.590 -3.563 -0.694
H -0.144 -1.577 -1.344
H 0.528 1.193 1.046
*
```

Tell me which of them is the least stable. Sure, it is A.

## A
The following is a DFT calculation (ωB97M-V/def2-TZVPD) of a gas-phase ion, C3H6N3S (charge +1).

Computed properties:
**E_HOMO**: -13.58 eV
**SMILES string**: C[N+]1=CNN=CS1
**Molecular weight**: 116.17 g mol⁻¹
**Orbital gap**: 0.315 hartree
**LUMO**: -5.009 eV

Structure (ORCA input):
```
! wB97M-V def2-TZVPD RIJCOSX def2/J DEFGRID3
* xyz 1 1
C -1.792 -0.864 -0.200
N -0.555 -0.341 0.260
C -0.298 0.959 0.013
N 0.952 1.488 0.062
N 2.110 0.764 0.085
C 2.110 -0.464 0.345
S 0.768 -1.477 0.862
H -1.901 -1.883 0.063
H -2.615 -0.266 0.128
H -1.880 -0.781 -1.231
H -1.101 1.444 -0.390
H 1.134 2.455 -0.126
H 3.067 -1.033 0.126
*
```

## B
The following is a DFT calculation (ωB97M-V/def2-TZVPD) of a gas-phase ion, C3H6N3S (charge +1).

Computed properties:
**E_HOMO**: -13.04 eV
**SMILES string**: S=C1N[C@H]2C[N@H+]2N1
**Molecular weight**: 116.17 g mol⁻¹
**Orbital gap**: 0.323 hartree
**LUMO**: -4.243 eV

Structure (ORCA input):
```
! wB97M-V def2-TZVPD RIJCOSX def2/J DEFGRID3
* xyz 1 1
S 2.413 -0.361 1.855
C 1.165 -0.341 0.874
N -0.175 -0.275 1.232
C -0.993 -0.019 0.156
C -0.714 1.159 -0.709
N -0.073 -0.155 -1.006
N 1.189 -0.353 -0.545
H -0.460 -0.360 2.184
H -1.965 -0.589 0.145
H -1.439 1.606 -1.386
H -0.066 1.906 -0.163
H -0.406 -0.882 -1.796
H 1.524 -1.336 -0.841
*
```

Tell me which of them is the least stable. Sure, it is B.

## A
The following is a DFT calculation (ωB97M-V/def2-TZVPD) of a molecular structure, BrH14O7.

Computed properties:
**E_HOMO**: -6.27 eV
**Molecular weight**: 206.01 g mol⁻¹
**Orbital gap**: 0.355 hartree
**LUMO**: 3.386 eV

Structure (ORCA input):
```
! wB97M-V def2-TZVPD RIJCOSX def2/J DEFGRID3
* xyz -1 1
Br 0.407 0.107 -0.279
O 0.954 1.295 -3.278
H 1.837 1.442 -3.247
H 0.575 0.831 -2.478
O 2.340 1.668 2.119
H 2.939 1.081 1.793
H 1.715 1.418 1.374
O -1.995 0.943 2.024
H -2.903 1.058 2.183
H -1.696 1.457 1.347
O -0.883 -2.098 -2.238
H -0.555 -1.417 -1.752
H -1.593 -1.522 -2.648
O -1.376 -1.871 1.816
H -0.574 -2.004 1.593
H -1.386 -0.925 1.781
O -1.335 2.339 -0.120
H -0.635 1.615 -0.397
H -0.837 2.724 0.544
O 1.712 -2.860 0.168
H 1.107 -2.206 0.198
H 2.175 -3.085 -0.506
*
```

## B
The following is a DFT calculation (ωB97M-V/def2-TZVPD) of 8 unconnected molecules or ions with the total composition BrH14O7.

Computed properties:
**E_HOMO**: -4.87 eV
**Molecular weight**: 206.01 g mol⁻¹
**Orbital gap**: 0.274 hartree
**LUMO**: 2.588 eV

Structure (ORCA input):
```
! wB97M-V def2-TZVPD RIJCOSX def2/J DEFGRID3
* xyz -1 1
Br 0.630 0.473 0.919
O 3.559 1.530 -2.768
H 3.383 0.853 -3.421
H 2.900 1.386 -2.089
O -3.740 -0.763 0.276
H -3.730 -1.468 -0.372
H -2.849 -0.414 0.266
O -0.654 3.062 -2.530
H -0.649 2.378 -3.199
H -0.510 2.594 -1.707
O 0.572 -1.235 -3.582
H -0.106 -1.774 -3.990
H 0.433 -1.344 -2.642
O -1.583 4.101 3.516
H -1.471 3.227 3.144
H -1.035 4.666 2.971
O 2.727 -1.370 4.438
H 2.019 -1.179 3.824
H 3.044 -2.234 4.178
O -1.369 -4.171 0.882
H -0.778 -4.914 1.005
H -0.794 -3.405 0.882
*
```

Tell me which of them is the least stable. Sure, it is A.

## A
The following is a DFT calculation (ωB97M-V/def2-TZVPD) of 3 unconnected molecules or ions with the total composition C4H16N2O2.

Computed properties:
**E_HOMO**: -9.30 eV
**SMILES string**: C[C@@H](N)CCN.O.O
**Molecular weight**: 124.18 g mol⁻¹
**Orbital gap**: 0.361 hartree
**LUMO**: 0.529 eV

Structure (ORCA input):
```
! wB97M-V def2-TZVPD RIJCOSX def2/J DEFGRID3
* xyz 0 1
C -0.938 0.378 -2.561
C -0.644 -0.243 -1.037
N -1.782 -1.099 -0.861
C 0.853 -0.735 -1.058
C 1.616 -0.016 0.064
N 2.968 -0.542 0.041
H -0.046 0.354 -3.184
H -1.654 -0.322 -2.942
H -1.004 1.457 -2.434
H -0.612 0.720 -0.508
H -1.786 -1.707 -0.051
H -1.948 -1.759 -1.626
H 1.180 -0.597 -2.073
H 0.926 -1.820 -0.848
H 1.618 1.088 -0.045
H 1.010 -0.192 0.974
H 2.962 -1.479 0.436
H 3.547 0.064 0.617
O -4.240 1.188 3.195
H -3.471 1.466 3.717
H -3.905 0.631 2.473
O 1.571 1.130 2.868
H 2.375 0.609 2.864
H 1.405 1.427 1.980
*
```

## B
The following is a DFT calculation (ωB97M-V/def2-TZVPD) of 3 unconnected molecules or ions with the total composition C4H16N2O2.

Computed properties:
**E_HOMO**: -9.00 eV
**SMILES string**: CCNCCN.O.O
**Molecular weight**: 124.18 g mol⁻¹
**Orbital gap**: 0.357 hartree
**LUMO**: 0.727 eV

Structure (ORCA input):
```
! wB97M-V def2-TZVPD RIJCOSX def2/J DEFGRID3
* xyz 0 1
C 0.554 1.746 -1.853
C 1.045 0.371 -1.428
N -0.037 -0.283 -0.604
C 0.612 -1.430 0.014
C -0.019 -1.880 1.343
N 0.146 -0.763 2.277
H -0.507 1.602 -2.046
H 0.746 2.486 -1.079
H 1.003 2.215 -2.732
H 1.194 -0.280 -2.294
H 1.985 0.262 -0.882
H -0.399 0.455 0.001
H 0.773 -2.247 -0.691
H 1.674 -1.274 0.286
H 0.279 -2.806 1.852
H -1.068 -2.162 1.181
H -0.494 -0.823 3.059
H 1.078 -0.578 2.629
O -2.992 0.102 -1.370
H -3.235 -0.829 -1.375
H -2.036 0.094 -1.206
O 0.077 2.149 1.350
H -0.856 2.258 1.524
H 0.478 1.614 2.043
*
```

Tell me which of them is the least stable. Sure, it is A.

## A
The following is a DFT calculation (ωB97M-V/def2-TZVPD) of a single CH2N4O3 molecule.

Computed properties:
**E_HOMO**: -10.00 eV
**SMILES string**: O/N=c1/nnon1O
**Molecular weight**: 118.05 g mol⁻¹
**Orbital gap**: 0.331 hartree
**LUMO**: -1.000 eV

Structure (ORCA input):
```
! wB97M-V def2-TZVPD RIJCOSX def2/J DEFGRID3
* xyz 0 1
O 1.636 -1.195 0.434
N 0.696 -0.550 1.331
C -0.055 0.282 0.637
N -1.228 0.840 1.240
N -1.773 1.614 0.414
O -0.898 1.552 -0.899
N 0.028 0.546 -0.741
O -0.404 -0.595 -1.358
H 2.022 -1.813 1.148
H -0.024 -0.681 -2.205
*
```

## B
The following is a DFT calculation (ωB97M-V/def2-TZVPD) of a single CH2N4O3 molecule.

Computed properties:
**E_HOMO**: -9.93 eV
**SMILES string**: O/N=c1/nnon1O
**Molecular weight**: 118.05 g mol⁻¹
**Orbital gap**: 0.331 hartree
**LUMO**: -0.922 eV

Structure (ORCA input):
```
! wB97M-V def2-TZVPD RIJCOSX def2/J DEFGRID3
* xyz 0 1
O 0.036 2.223 1.241
N -0.401 1.666 0.091
C -0.261 0.402 -0.204
N -0.877 -0.173 -1.441
N -0.414 -1.271 -1.580
O 0.412 -1.755 -0.614
N 0.770 -0.593 0.064
O 0.560 -0.556 1.563
H 0.539 1.538 1.981
H -0.579 -0.634 1.787
*
```

Tell me which of them is the least stable. Sure, it is B.

## A
The following is a DFT calculation (ωB97M-V/def2-TZVPD) of a single C3H6FNO2S molecule.

Computed properties:
**E_HOMO**: -10.02 eV
**SMILES string**: NS(=O)(=O)C1(F)CC1
**Molecular weight**: 139.15 g mol⁻¹
**Orbital gap**: 0.394 hartree
**LUMO**: 0.708 eV

Structure (ORCA input):
```
! wB97M-V def2-TZVPD RIJCOSX def2/J DEFGRID3
* xyz 0 1
N -1.815 -0.152 -1.654
S -1.385 0.867 -0.337
O -1.908 0.302 0.845
O -1.846 2.217 -0.573
C 0.438 0.692 -0.253
F 1.090 1.176 -1.321
C 0.940 -0.808 0.476
C 1.075 0.576 1.131
H -2.174 0.419 -2.380
H -2.340 -0.944 -1.312
H 1.764 -1.226 0.027
H 0.110 -1.301 0.958
H 0.393 1.048 1.810
H 2.001 1.028 1.036
*
```

## B
The following is a DFT calculation (ωB97M-V/def2-TZVPD) of 2 unconnected molecules or ions with the total composition C3H6FNO2S.

Computed properties:
**E_HOMO**: -8.67 eV
**SMILES string**: CO/C=N\SC=O.F
**Molecular weight**: 139.15 g mol⁻¹
**Orbital gap**: 0.346 hartree
**LUMO**: 0.735 eV

Structure (ORCA input):
```
! wB97M-V def2-TZVPD RIJCOSX def2/J DEFGRID3
* xyz 0 1
C -3.102 0.099 -0.128
O -1.746 -0.335 -0.139
C -0.852 0.526 0.375
N 0.393 0.316 0.451
S 0.961 -1.171 -0.147
C 2.687 -0.949 0.192
O 3.201 0.008 0.698
H -3.684 -0.707 -0.574
H -3.224 1.011 -0.723
H -3.448 0.274 0.897
H -1.251 1.472 0.751
H 3.245 -1.847 -0.140
F 3.447 1.077 -0.574
H 3.375 0.226 -0.939
*
```

Tell me which of them is the least stable. Sure, it is B.